[1]
This record from the OMol25 dataset describes a structure of composition C28H40B2MnO31. The level of theory is ωB97M-V/def2-TZVPD.

Last column: Mulliken spin population.
CARTESIAN COORDINATES (ANGSTROEM)
Mn -22.05 -5.72 -9.73  4.746
O -27.40 -0.37 -14.72  0.000
C -27.14 -1.31 -13.97  0.000
O -26.38 -2.34 -14.23  0.000
B -26.48 -3.40 -13.18  -0.001
O -27.58 -2.85 -12.35  0.000
C -27.97 -1.68 -12.70  0.000
O -28.65 -0.92 -12.01  0.000
O -25.22 -3.54 -12.38  -0.006
C -24.92 -4.90 -12.36  -0.017
O -23.96 -5.44 -11.75  -0.024
C -25.83 -5.61 -13.38  0.001
O -26.75 -4.73 -13.87  0.001
O -25.86 -6.84 -13.60  0.000
O -19.31 -9.86 -15.30  0.000
C -19.98 -8.84 -15.09  0.000
O -20.02 -8.01 -14.07  0.001
B -20.89 -6.87 -14.39  -0.010
O -21.77 -7.30 -15.52  0.000
C -21.17 -8.30 -16.10  0.000
O -21.63 -8.87 -17.15  0.000
O -21.58 -6.48 -13.12  0.005
C -21.02 -5.36 -12.71  0.039
O -21.20 -4.83 -11.62  0.070
C -19.98 -4.83 -13.74  0.001
O -19.99 -5.72 -14.76  0.003
O -19.36 -3.72 -13.71  0.000
C -26.18 -1.92 -7.34  0.000
C -25.82 -3.33 -6.97  0.000
O -24.82 -3.79 -7.87  -0.003
C -24.93 -4.80 -8.71  -0.008
O -24.01 -5.47 -9.13  0.017
O -26.23 -5.18 -8.98  0.003
C -26.61 -6.33 -9.78  0.001
H -26.94 -1.44 -6.72  0.000
H -26.66 -1.91 -8.32  0.000
H -25.26 -1.34 -7.31  0.000
H -26.76 -3.89 -6.94  0.000
H -25.33 -3.50 -6.02  0.000
H -25.97 -7.20 -9.83  -0.001
H -26.67 -6.12 -10.85  0.000
H -27.56 -6.67 -9.36  0.000
C -24.75 -7.94 -6.47  0.000
C -23.47 -7.95 -5.57  0.001
O -22.33 -8.54 -6.22  0.002
C -21.48 -7.88 -7.12  0.026
O -21.71 -6.84 -7.69  0.062
O -20.25 -8.57 -7.21  0.003
C -19.97 -9.80 -6.54  0.000
H -24.65 -7.48 -7.45  0.000
H -25.65 -7.50 -6.07  0.000
H -25.06 -8.96 -6.70  0.000
H -23.69 -8.45 -4.62  0.000
H -23.27 -6.90 -5.36  -0.001
H -19.13 -10.40 -6.88  0.000
H -20.74 -10.47 -6.94  0.000
H -19.98 -9.75 -5.45  0.000
C -19.41 -9.46 -10.30  0.001
C -18.90 -8.34 -11.20  -0.004
O -18.18 -7.38 -10.50  0.002
C -18.72 -6.46 -9.73  0.006
O -19.93 -6.17 -9.62  0.032
O -17.70 -5.84 -9.19  0.002
C -17.96 -4.79 -8.31  0.000
H -19.70 -10.27 -10.97  0.000
H -20.30 -9.15 -9.75  0.001
H -18.72 -9.86 -9.55  0.000
H -19.77 -7.83 -11.61  0.007
H -18.34 -8.76 -12.03  0.000
H -18.50 -5.16 -7.44  -0.001
H -18.43 -3.88 -8.69  -0.001
H -16.94 -4.56 -8.01  0.000
C -23.43 -11.93 -9.73  0.000
C -24.08 -10.61 -9.20  0.000
O -23.37 -9.34 -9.31  0.003
C -23.11 -8.71 -10.43  0.008
O -22.46 -7.65 -10.35  -0.006
O -23.63 -9.33 -11.48  0.005
C -23.47 -8.83 -12.80  -0.001
H -22.52 -12.22 -9.21  0.000
H -23.36 -11.89 -10.82  0.000
H -24.17 -12.73 -9.74  0.000
H -24.14 -10.83 -8.13  0.000
H -25.13 -10.63 -9.48  0.000
H -24.11 -9.39 -13.48  -0.001
H -22.40 -8.84 -13.01  0.000
H -23.65 -7.76 -12.93  0.003
C -20.10 -1.64 -10.80  0.000
C -21.43 -1.26 -10.17  -0.001
O -21.30 -1.64 -8.79  0.002
C -21.54 -2.77 -8.27  0.001
O -21.66 -3.87 -8.87  0.031
O -21.49 -2.59 -6.96  0.002
C -21.81 -3.55 -5.98  0.002
H -20.01 -1.51 -11.88  0.000
H -19.85 -2.67 -10.54  0.000
H -19.28 -1.02 -10.44  0.000
H -22.13 -1.89 -10.72  -0.002
H -21.69 -0.21 -10.30  0.000
H -22.71 -3.27 -5.43  0.000
H -20.94 -3.64 -5.32  0.000
H -21.92 -4.56 -6.36  -0.002

The lowest unoccupied orbital energy (spin up / spin down) comes out at -0.54 / -0.54 eV. Its spin multiplicity is 6. As for the expectation value of S²: 8.752. Its HOMO energy (spin up / spin down) is -0.3310 / -0.3310 Ha.



[2]
This record from the OMol25 dataset describes a cluster of 2 separate species, C4H14N3O in total. The level of theory is ωB97M-V/def2-TZVPD.

Last column: Mulliken charge in e.
CARTESIAN COORDINATES (ANGSTROEM)
C 2.07 0.96 0.11  -1.114
C 0.84 1.71 -0.33  -0.217
C -0.34 1.53 0.66  -1.077
N -0.99 0.22 0.76  -0.203
C -1.42 -0.36 -0.38  0.655
N -2.14 0.41 -1.22  -0.334
N -1.30 -1.65 -0.56  -0.233
H 2.67 1.50 0.84  0.349
H 2.82 0.76 -0.65  0.360
H 1.85 0.02 0.62  0.220
H 1.00 2.79 -0.32  0.382
H 0.59 1.40 -1.35  0.274
H 0.20 1.77 1.58  0.425
H -1.07 2.34 0.65  0.377
H -0.46 -0.41 1.33  0.339
H -2.64 1.17 -0.84  0.252
H -2.45 -0.01 -2.08  0.217
H -1.70 -2.20 -1.29  0.247
H -0.59 -2.11 0.01  0.131
H 1.68 -3.18 0.34  0.308
H 0.57 -3.66 1.40  0.302
O 0.82 -2.99 0.75  -0.661

As for the total charge: +1. The lowest unoccupied orbital energy comes out at -2.84 eV. Its spin multiplicity is 1. Its HOMO energy is -0.5289 Ha.



[3]
This record from the OMol25 dataset describes a cluster of 3 separate species, C12H21NO9S in total. The level of theory is ωB97M-V/def2-TZVPD.

Last column: Mulliken charge in e.
CARTESIAN COORDINATES (ANGSTROEM)
C -3.81 5.57 -1.95  -1.454
C -3.01 4.30 -1.92  0.504
C -2.20 4.05 -0.67  -0.576
O -1.12 3.26 -1.17  -0.141
C -0.94 3.56 -2.48  0.547
O -0.03 3.20 -3.14  -0.517
O -1.97 4.32 -2.92  -0.367
H -4.31 5.70 -2.91  0.359
H -4.57 5.56 -1.16  0.376
H -3.16 6.43 -1.79  0.355
H -3.65 3.44 -2.14  0.255
H -2.73 3.50 0.11  0.364
H -1.80 4.97 -0.26  0.298
C 1.07 -6.82 0.01  -1.451
C 1.57 -5.46 0.42  0.492
C 0.50 -4.42 0.69  -0.576
O 1.19 -3.20 0.37  -0.149
C 2.17 -3.50 -0.53  0.542
O 2.79 -2.69 -1.13  -0.509
O 2.31 -4.83 -0.64  -0.365
H 1.91 -7.48 -0.21  0.355
H 0.48 -7.26 0.81  0.374
H 0.46 -6.74 -0.89  0.357
H 2.24 -5.54 1.28  0.258
H 0.16 -4.38 1.71  0.339
H -0.35 -4.52 0.01  0.298
N 1.50 1.00 4.03  -0.456
O 0.72 -0.16 3.64  -0.243
C -0.13 0.12 2.63  0.593
O -0.84 1.08 2.59  -0.521
O -0.11 -0.88 1.75  -0.168
C -0.34 -0.47 0.37  -0.735
C 0.46 0.74 -0.05  -0.181
C 1.96 0.49 0.05  -0.604
S 2.93 2.04 -0.03  -0.273
H 2.45 0.70 3.81  0.291
H 1.27 1.74 3.37  0.300
H -1.41 -0.33 0.19  0.251
H -0.01 -1.32 -0.23  0.403
H 0.16 1.64 0.49  0.373
H 0.22 0.93 -1.10  0.293
H 2.23 -0.04 0.97  0.228
H 2.28 -0.14 -0.77  0.345
H 3.46 1.85 -1.24  0.141

The SMILES is C[C@@H]1COC(=O)O1.C[C@@H]1COC(=O)O1.NOC(=O)OCCCS. The lowest unoccupied orbital energy comes out at 0.59 eV. Its spin multiplicity is 1. Its HOMO energy is -0.3209 Ha.



[4]
This record from the OMol25 dataset describes a cluster of 2 separate species, C4H10 in total. The level of theory is ωB97M-V/def2-TZVPD.

Last column: Mulliken spin population.
CARTESIAN COORDINATES (ANGSTROEM)
C -0.17 1.80 -0.54  0.003
C 0.96 1.69 0.53  0.002
H 0.04 1.44 -1.52  -0.001
H -1.10 1.25 -0.21  0.005
H -0.66 2.75 -0.44  0.003
H 1.45 0.68 0.75  -0.001
H 0.40 2.10 1.41  0.000
H 1.88 2.23 0.26  0.000
C -0.30 -2.28 0.67  0.406
C -0.62 -2.46 -0.60  0.409
H -1.09 -2.38 1.55  0.016
H 0.59 -1.64 0.72  0.102
H 0.01 -2.18 -1.45  0.027
H -1.40 -3.00 -1.11  0.028

As for the total charge: +1. The lowest unoccupied orbital energy (spin up / spin down) comes out at -6.21 / -10.61 eV. Its spin multiplicity is 2. As for the expectation value of S²: 0.752. Its HOMO energy (spin up / spin down) is -0.5399 / -0.5385 Ha.